1.
{"formula": "C7H14FePS", "method": "ωB97M-V with the def2-TZVPD basis set", "lumo_energy_ha": [0.122, 0.115], "homo_lumo_gap_ev": [3.26, 5.93], "s_squared": 6.036, "total_charge": -1, "multiplicity": 5, "homo_energy_ev": [0.06, -2.80], "elements": ["C", "C", "C", "C", "C", "Fe", "P", "H", "H", "H", "H", "H", "H", "H", "H", "C", "S", "C", "H", "H", "H", "H", "H", "H"], "positions_angstrom": [[0.306, -1.627, -1.480], [0.528, -0.784, -2.660], [-0.637, -0.012, -2.917], [-1.627, -0.293, -1.926], [-1.110, -1.318, -1.002], [0.253, -0.634, 0.606], [2.296, -1.521, 1.112], [0.863, -2.534, -1.230], [1.401, -0.851, -3.299], [-0.766, 0.685, -3.765], [-1.728, -1.998, -0.392], [-2.644, 0.065, -1.904], [3.298, -0.616, 1.568], [3.085, -2.203, 0.126], [2.364, -2.484, 2.170], [-1.716, 2.016, 0.773], [0.049, 1.587, 0.767], [0.417, 1.546, 2.546], [-2.193, 1.587, -0.123], [-1.750, 3.102, 0.735], [-2.199, 1.635, 1.683], [1.260, 2.228, 2.664], [-0.459, 1.901, 3.087], [0.708, 0.524, 2.859]], "forces_ev_per_a": [[-2.3906, 1.2130, -1.0983], [-1.0017, -0.8850, 1.4657], [-0.2064, -0.3069, 0.7606], [1.5963, -1.5046, 0.3669], [1.4109, 0.1913, -2.1354], [-0.2795, -0.9703, -0.2303], [-0.3092, 0.2675, 0.3606], [-0.1542, 0.3968, -0.1223], [0.0042, 0.1616, 0.1352], [0.1337, -0.3622, 0.6469], [0.3920, 0.5164, -0.3463], [-0.0920, 0.1851, -0.0231], [0.1619, -0.3505, 0.1617], [0.1235, -0.1179, 0.2151], [0.4179, 0.3023, -0.5099], [-0.1298, -0.0563, -0.0923], [-0.0322, 0.3666, -0.0750], [0.3825, 0.2735, -0.0842], [0.3519, 0.1197, 0.4177], [-0.3329, 0.1085, 0.0671], [0.1503, 0.0409, -0.3453], [0.0174, 0.0588, 0.3992], [0.1514, -0.0755, 0.1532], [-0.3654, 0.4271, -0.0875]], "nbo_charge": [-0.48, -0.33, -0.33, -0.34, -0.52, 0.23, -0.05, 0.21, 0.19, 0.19, 0.23, 0.19, -0.03, -0.05, -0.01, -0.76, 0.17, -0.81, 0.25, 0.20, 0.22, 0.20, 0.22, 0.21]}

2.
{"formula": "C7H14IN2", "method": "ωB97M-V with the def2-TZVPD basis set", "lumo_energy_ha": [-0.191, -0.191], "homo_lumo_gap_ev": [7.63, 7.63], "total_charge": 1, "homo_energy_ev": [-12.82, -12.82], "elements": ["C", "C", "C", "C", "C", "C", "C", "N", "N", "I", "H", "H", "H", "H", "H", "H", "H", "H", "H", "H", "H", "H", "H", "H"], "positions_angstrom": [[-0.192, -0.892, -0.344], [1.953, -0.496, 0.823], [2.589, -1.080, 2.033], [1.817, 1.779, -0.279], [-4.067, 0.462, -1.015], [2.697, 0.588, 0.096], [-3.445, -0.850, -0.961], [0.837, -0.943, 0.456], [-1.234, -0.156, -0.219], [-2.868, -1.863, -2.646], [-0.204, -1.627, -1.153], [1.985, -1.879, 2.453], [3.578, -1.461, 1.786], [2.716, -0.297, 2.779], [1.357, 2.204, 0.611], [2.425, 2.547, -0.747], [1.034, 1.490, -0.976], [-5.126, 0.330, -1.269], [-3.639, 1.101, -1.785], [-4.034, 0.952, -0.043], [3.529, 0.922, 0.717], [3.116, 0.149, -0.815], [-3.520, -1.452, -0.069], [-1.305, 0.474, 0.569]], "forces_ev_per_a": [[-0.1341, -0.0370, -0.4653], [0.1629, 0.0260, -0.1056], [-0.0339, -0.1961, 0.2113], [0.0485, -0.1324, 0.0830], [-0.0146, 0.4805, -0.0509], [-0.0982, 0.2520, -0.1425], [1.8580, 0.0305, -0.2050], [0.2655, -0.3280, 0.5853], [-2.3441, -0.1098, -0.5181], [-0.3289, 0.2157, 0.4082], [0.0682, 0.0004, -0.0034], [0.0120, 0.0036, -0.0263], [0.1314, 0.0219, -0.0133], [0.0904, 0.0822, 0.0623], [-0.0588, 0.0764, 0.0086], [0.0070, 0.0945, -0.0680], [-0.0522, 0.0321, -0.0394], [-0.0602, -0.1734, 0.0019], [0.0208, -0.0630, 0.0018], [0.0000, -0.0171, 0.0248], [0.0198, -0.0987, -0.0501], [0.0909, -0.0556, 0.0774], [-0.0025, -0.1186, 0.0699], [0.3521, 0.0139, 0.1533]], "nbo_charge": [0.32, 0.44, -0.67, -0.60, -0.76, -0.48, 0.02, -0.45, -0.70, 0.40, 0.19, 0.24, 0.25, 0.25, 0.21, 0.23, 0.21, 0.30, 0.27, 0.26, 0.23, 0.24, 0.21, 0.37]}

3.
{"formula": "C7H14K3N3O5", "method": "ωB97M-V with the def2-TZVPD basis set", "lumo_energy_ha": -0.234, "homo_lumo_gap_ev": 6.63, "total_charge": 2, "homo_energy_ev": -12.98, "elements": ["K", "K", "K", "C", "O", "H", "H", "H", "C", "N", "O", "O", "H", "H", "H", "C", "N", "O", "O", "H", "H", "H", "N", "C", "C", "C", "C", "H", "H", "H", "H", "H"], "positions_angstrom": [[-2.902, -1.224, 1.757], [1.384, -3.859, 1.253], [-2.446, -5.094, -0.236], [-0.580, -1.919, -0.907], [-1.038, -2.683, 0.173], [0.277, -1.273, -0.619], [-0.153, -2.544, -1.709], [-1.363, -1.258, -1.297], [2.826, -1.698, -3.031], [3.358, -2.222, -1.734], [2.842, -3.230, -1.252], [4.285, -1.639, -1.240], [2.928, -0.619, -2.991], [1.798, -2.015, -3.145], [3.474, -2.101, -3.803], [1.299, 1.069, 2.782], [0.661, -0.232, 2.391], [-0.480, -0.448, 2.764], [1.309, -1.013, 1.738], [0.627, 1.875, 2.506], [2.253, 1.120, 2.274], [1.435, 1.016, 3.859], [-1.978, 2.709, -1.033], [-2.507, 3.897, -0.621], [-2.602, 3.875, 0.733], [-2.107, 2.612, 1.162], [-1.726, 1.916, 0.048], [-1.849, 2.465, -1.998], [-2.716, 4.671, -1.339], [-2.980, 4.641, 1.385], [-2.016, 2.276, 2.185], [-1.314, 0.927, -0.055]], "forces_ev_per_a": [[0.4402, 0.1958, -0.2220], [0.0568, 0.5843, -0.3665], [0.1860, 0.3867, -0.1918], [0.5445, -0.1682, 0.5588], [-0.5664, -0.9183, 0.4381], [-0.2399, 0.0783, 0.0172], [-0.3722, 0.1104, -0.2415], [0.0590, -0.0076, -0.3649], [0.1925, 0.0322, 0.2633], [0.0400, -0.0242, 0.0523], [-0.3148, 0.0915, 0.0191], [-0.0591, 0.0119, 0.0413], [0.0060, 0.0103, -0.0435], [-0.0086, -0.1225, -0.0180], [-0.0555, -0.0564, -0.0884], [0.0586, -0.3584, -0.0310], [-0.1828, 0.4367, 0.1066], [-0.0406, 0.1561, 0.0656], [0.3664, -0.3497, -0.0759], [-0.1004, -0.0104, -0.0045], [0.0008, 0.0510, -0.0454], [-0.0709, 0.0917, 0.0459], [-0.0336, 0.0037, -0.2561], [0.1075, 0.1712, -0.4819], [-0.0229, -0.2255, 0.6742], [-0.0253, 0.0313, 0.3976], [-0.0788, -0.2634, -0.0576], [0.1120, -0.0677, 0.0076], [-0.1355, 0.0059, 0.0533], [0.0011, 0.1632, -0.1045], [-0.0240, 0.0166, -0.0224], [0.1598, -0.0567, -0.1251]], "nbo_charge": [0.98, 0.98, 0.99, -0.25, -1.13, 0.13, 0.14, 0.14, -0.48, 0.55, -0.48, -0.31, 0.25, 0.23, 0.26, -0.48, 0.57, -0.45, -0.39, 0.26, 0.25, 0.25, -0.50, -0.04, -0.30, -0.32, -0.13, 0.42, 0.23, 0.24, 0.21, 0.19]}

4.
{"formula": "C7H14N", "method": "ωB97M-V with the def2-TZVPD basis set", "lumo_energy_ha": -0.129, "smiles": "CC1=C(C)[C@@](C)([NH3+])C1", "homo_lumo_gap_ev": 9.42, "total_charge": 1, "homo_energy_ev": -12.94, "elements": ["C", "C", "C", "C", "C", "C", "N", "C", "H", "H", "H", "H", "H", "H", "H", "H", "H", "H", "H", "H", "H", "H"], "positions_angstrom": [[-2.682, 0.844, 0.447], [-1.285, 0.445, 0.208], [-0.536, -0.695, 0.013], [-0.699, -2.185, 0.117], [0.843, 0.189, -0.082], [2.033, 0.014, 0.877], [1.459, 0.229, -1.483], [-0.039, 1.369, 0.160], [-3.196, -0.029, 0.833], [-3.022, 1.334, -0.439], [-2.699, 1.535, 1.253], [0.407, -2.572, 0.068], [-1.271, -2.784, -0.734], [-1.322, -2.399, 0.968], [2.856, 0.627, 0.725], [2.412, -0.983, 0.677], [1.779, 0.284, 1.910], [1.967, 1.034, -1.641], [0.832, 0.276, -2.300], [2.039, -0.622, -1.817], [-0.128, 2.171, -0.770], [0.253, 1.919, 1.007]], "forces_ev_per_a": [[1.0511, -1.2245, 0.6110], [3.0175, -0.6267, 0.0168], [0.6155, 2.0185, -0.0614], [0.9818, -0.9985, -2.5406], [-0.7701, -1.4891, 0.2351], [-1.8329, -1.2028, -0.0806], [-0.7063, -3.6937, -2.1243], [-2.0979, 1.9826, -3.8407], [-0.7832, -0.0491, -0.6511], [-0.9086, 0.0192, -0.5291], [0.0008, 0.9184, 0.6479], [-2.3015, 0.0647, 0.8043], [1.2241, 1.7240, 1.2209], [0.4988, -0.4578, 0.7943], [1.4259, 1.6617, -1.0578], [0.0563, -0.4498, 0.9137], [-0.3467, -0.9330, -0.2092], [2.0789, 2.2822, 0.1763], [-0.9555, -0.0596, 0.7867], [-0.6722, 1.5096, 1.4298], [0.4207, -1.7828, 2.1857], [0.0034, 0.7864, 1.2725]], "nbo_charge": [-0.67, 0.11, -0.02, -0.68, 0.11, -0.64, -0.68, -0.43, 0.24, 0.25, 0.24, 0.23, 0.25, 0.25, 0.23, 0.22, 0.26, 0.43, 0.44, 0.45, 0.19, 0.23]}

5.
{"formula": "C7H14N", "method": "ωB97M-V with the def2-TZVPD basis set", "lumo_energy_ha": -0.125, "smiles": "C[C@H]([NH3+])[C@H](C)C1C=C1", "homo_lumo_gap_ev": 9.53, "total_charge": 1, "homo_energy_ev": -12.93, "elements": ["C", "C", "N", "C", "C", "C", "C", "C", "H", "H", "H", "H", "H", "H", "H", "H", "H", "H", "H", "H", "H", "H"], "positions_angstrom": [[1.981, -0.734, 0.508], [0.472, -0.660, 0.820], [-0.060, -1.913, 0.105], [-0.210, 0.654, 0.445], [-1.120, 1.296, 1.505], [-1.080, 0.553, -1.054], [-0.825, 1.629, -2.047], [-0.333, 0.441, -2.361], [2.258, -1.189, -0.477], [2.491, -1.380, 1.197], [2.408, 0.355, 0.512], [0.440, -0.849, 1.933], [0.592, -2.698, -0.146], [-0.441, -1.583, -0.772], [-0.785, -2.354, 0.679], [0.653, 1.388, 0.391], [-2.036, 0.789, 1.617], [-0.454, 1.312, 2.357], [-1.280, 2.213, 0.907], [-2.069, 0.269, -0.891], [-1.098, 2.588, -2.357], [0.496, -0.130, -2.870]], "forces_ev_per_a": [[0.8835, 2.1929, -1.1867], [2.0470, -1.0804, 0.9508], [-0.5255, -0.9181, 0.6549], [-0.8464, -0.0553, -2.3895], [1.8006, -0.0474, -2.4015], [3.5936, 1.2503, 2.4379], [0.7204, -3.3555, -0.8333], [0.8749, 1.2771, 0.3673], [-0.6055, 0.6897, 0.3800], [0.3111, 0.0219, 0.6907], [-0.4477, -2.2523, 0.1867], [-0.5846, 0.0358, -1.1739], [-0.1395, 1.2444, 0.6378], [-0.5660, 0.1489, -0.4899], [-0.2379, 0.1461, -0.4076], [-1.0347, -0.8339, -0.6634], [-1.0615, -0.6257, 0.5531], [-0.6852, 0.8273, 0.7198], [-0.3219, 0.3370, 1.5723], [-1.5993, -1.0183, 0.2168], [-0.0149, 1.3140, -0.1502], [-1.5608, 0.7015, 0.3278]], "nbo_charge": [-0.64, -0.06, -0.70, -0.24, -0.61, -0.30, -0.12, -0.21, 0.21, 0.23, 0.25, 0.23, 0.45, 0.45, 0.44, 0.23, 0.21, 0.22, 0.23, 0.20, 0.25, 0.25]}

6.
{"formula": "C7H14N2", "method": "ωB97M-V with the def2-TZVPD basis set", "lumo_energy_ha": 0.036, "smiles": "[H]/N=C(\\C)C/C(C)=C(\\C)N", "homo_lumo_gap_ev": 8.41, "homo_energy_ev": -7.42, "elements": ["H", "N", "C", "C", "C", "C", "C", "C", "C", "N", "H", "H", "H", "H", "H", "H", "H", "H", "H", "H", "H", "H", "H"], "positions_angstrom": [[1.987, -0.410, 2.195], [1.268, -0.129, 1.530], [1.661, 0.005, 0.344], [3.068, -0.223, -0.150], [0.680, 0.425, -0.722], [-0.721, 0.607, -0.206], [-1.091, 2.001, 0.223], [-1.569, -0.426, -0.120], [-1.183, -1.827, -0.505], [-2.907, -0.278, 0.254], [3.743, -0.449, 0.675], [3.080, -1.056, -0.851], [3.432, 0.660, -0.674], [0.711, -0.321, -1.520], [1.038, 1.365, -1.151], [-1.702, 2.501, -0.531], [-1.649, 1.993, 1.159], [-0.194, 2.592, 0.384], [-0.308, -2.144, 0.058], [-2.000, -2.515, -0.301], [-0.950, -1.890, -1.568], [-3.284, -1.072, 0.752], [-3.108, 0.592, 0.724]], "forces_ev_per_a": [[0.2339, 0.0095, -0.2943], [-0.4598, -0.0367, 0.7762], [0.5744, -0.0013, -0.3444], [-0.0388, -0.0336, 0.2748], [-0.4782, -0.1442, 0.1790], [-0.0720, -0.0165, -0.1584], [-0.0933, -0.3269, -0.0678], [0.3396, 0.2294, -0.2953], [0.0010, 0.1628, 0.0683], [-0.1568, 0.0514, 0.1299], [0.0263, -0.0054, -0.0067], [0.0271, -0.0330, -0.0998], [0.0430, 0.0456, -0.0842], [0.1154, 0.0267, -0.1013], [0.0571, -0.0429, -0.1222], [-0.0515, 0.1437, -0.0196], [-0.0457, 0.0918, 0.1247], [0.0301, 0.1115, 0.0561], [0.0561, -0.0916, 0.0280], [-0.0184, -0.1113, -0.0134], [-0.0065, -0.0643, -0.0689], [0.0010, 0.0983, 0.0115], [-0.0843, -0.0630, 0.0276]], "nbo_charge": [0.33, -0.64, 0.34, -0.69, -0.49, -0.09, -0.63, 0.20, -0.65, -0.81, 0.21, 0.22, 0.22, 0.22, 0.22, 0.21, 0.20, 0.21, 0.23, 0.21, 0.22, 0.37, 0.37]}

7.
{"formula": "C7H14N2", "method": "ωB97M-V with the def2-TZVPD basis set", "lumo_energy_ha": 0.034, "smiles": "Cc1c[nH]cn1.CCC", "homo_lumo_gap_ev": 9.52, "homo_energy_ev": -8.59, "elements": ["C", "C", "C", "N", "C", "N", "H", "H", "H", "H", "H", "H", "C", "C", "C", "H", "H", "H", "H", "H", "H", "H", "H"], "positions_angstrom": [[1.002, -2.201, 0.253], [0.438, -1.605, 1.431], [-0.804, -1.492, 2.031], [-0.930, -0.389, 2.929], [0.401, 0.134, 2.915], [1.123, -0.545, 2.046], [0.170, -2.572, -0.394], [1.676, -2.973, 0.593], [1.526, -1.617, -0.537], [-1.615, -2.031, 1.842], [-1.740, -0.034, 3.426], [0.682, 1.087, 3.343], [-1.164, 0.618, -1.395], [-0.391, 1.480, -2.428], [1.059, 1.628, -1.896], [-1.071, 1.184, -0.405], [-0.614, -0.268, -1.297], [-2.344, 0.658, -1.431], [-0.695, 1.082, -3.453], [-0.942, 2.492, -2.389], [1.845, 1.572, -2.638], [0.947, 2.694, -1.555], [1.442, 1.099, -0.991]], "forces_ev_per_a": [[-0.4932, -1.6301, -2.4005], [-1.8082, 5.1664, 3.6482], [1.5560, 1.8384, 0.3588], [3.4917, -1.0562, -1.4080], [-1.5532, -1.5902, -1.8735], [1.1899, 1.0167, 0.6827], [0.5335, -0.5997, 0.7559], [0.2057, -0.6545, -0.5136], [-0.0565, 0.5349, 1.3875], [-3.3770, -2.2077, -0.6880], [0.3303, -0.4639, -0.2633], [-0.0191, -0.3299, 0.2536], [-2.0621, 3.4705, 1.5467], [-2.8327, -0.0375, 0.1827], [-0.3118, 2.0574, 0.1361], [0.3452, -0.8808, -0.9344], [-0.1714, -1.8217, 0.2734], [2.3475, -0.9107, -0.7232], [1.4287, 0.3269, 1.0519], [1.1563, -1.2565, -0.3035], [0.0218, 0.1086, -0.2960], [1.1232, -0.8092, -0.1483], [-1.0445, -0.2713, -0.7252]], "nbo_charge": [-0.65, 0.07, -0.06, -0.56, 0.16, -0.46, 0.22, 0.23, 0.24, 0.19, 0.42, 0.20, -0.61, -0.41, -0.65, 0.19, 0.20, 0.21, 0.21, 0.19, 0.21, 0.22, 0.23]}

8.
{"formula": "C7H14N2", "method": "ωB97M-V with the def2-TZVPD basis set", "lumo_energy_ha": -0.363, "smiles": "C=[N+]=C(C)[N+](=C)CCC", "homo_lumo_gap_ev": 8.90, "total_charge": 2, "homo_energy_ev": -18.79, "elements": ["C", "N", "C", "C", "N", "C", "C", "C", "C", "H", "H", "H", "H", "H", "H", "H", "H", "H", "H", "H", "H", "H", "H"], "positions_angstrom": [[0.180, 3.013, 1.980], [-0.255, 2.013, 1.291], [-0.766, 1.077, 0.683], [-1.799, 1.044, -0.404], [-0.122, -0.317, 0.964], [-0.804, -0.967, 1.840], [0.882, -0.608, 0.010], [0.427, -1.630, -1.075], [1.617, -1.811, -2.157], [0.986, 3.606, 1.564], [-0.369, 3.489, 2.744], [-2.375, 0.067, -0.320], [-2.503, 1.839, -0.188], [-1.363, 1.308, -1.354], [-0.464, -1.922, 2.060], [-1.593, -0.391, 2.291], [1.889, -1.133, 0.244], [1.092, 0.358, -0.641], [-0.041, -2.553, -0.577], [-0.365, -1.109, -1.683], [2.547, -1.836, -1.642], [1.513, -2.597, -2.845], [1.686, -0.941, -2.784]], "forces_ev_per_a": [[-0.5711, -1.1275, -3.2378], [0.8414, 2.7705, 2.4002], [0.9054, -2.6802, -1.2103], [-1.0078, -0.3941, 1.6098], [-2.5110, 2.5626, 1.0361], [1.3253, 1.6590, -1.2084], [3.2692, -0.7165, -3.9097], [-1.1553, 0.0303, -1.7652], [-1.3568, 1.1647, 2.0980], [0.5383, -0.2882, -0.0554], [-0.7662, -0.2585, 1.4872], [0.9609, 1.1705, -0.6325], [-0.2651, 0.2780, 0.0063], [0.2489, -0.4555, -0.5709], [0.0929, -1.9261, 0.7777], [-0.4227, -0.5809, 0.4961], [-1.5998, 1.5349, 1.1644], [-0.0995, -1.7173, 1.8428], [1.0497, 1.0597, -0.9169], [0.2311, -0.8574, 0.7180], [0.9453, -0.5583, 0.3698], [-0.3595, -1.4275, -0.3648], [-0.2938, 0.7579, -0.1345]], "nbo_charge": [0.19, -0.29, 0.59, -0.71, -0.25, 0.15, -0.32, -0.39, -0.60, 0.27, 0.27, 0.29, 0.29, 0.31, 0.26, 0.24, 0.32, 0.25, 0.23, 0.21, 0.21, 0.26, 0.22]}

no.,electronic energy (eV),molar mass (g mol⁻¹)
1,-61993.3867,217.07
2,-18558.0502,253.11
3,-71152.0461,337.50
4,-8967.2348,112.20
5,-8965.6361,112.20
6,-10465.8540,126.20
7,-10463.9869,126.20
8,-10444.7333,126.20